Entry 1:
C10H17F3I2O2SSi as an isolated structure, computed with ωB97M-V/def2-TZVPD.

The value obtained for the total energy is -57807.297 eV.

Cartesian coordinates (Å):
C -0.5275 0.8556 -4.2588
C 0.3158 1.2163 -3.0343
S -0.4324 0.4333 -1.5843
C 0.7741 0.8822 -0.3055
Si 2.1705 -0.3415 -0.0727
C 3.3376 -0.2609 -1.5429
I 4.6114 1.4114 -1.3994
C 3.4458 -1.0227 -2.6168
C 4.3923 -0.8696 -3.7776
I 2.2294 -2.7279 -2.7917
H -0.3652 -0.1835 -4.5587
H -1.5965 0.9825 -4.0578
H -0.2672 1.5038 -5.1017
H 1.3431 0.8632 -3.1541
H 0.3479 2.3001 -2.8794
H 1.1885 1.8762 -0.5214
H 0.2108 0.9841 0.6306
H 1.6810 -1.7161 0.1419
H 2.9639 0.0822 1.1030
H 4.5493 0.1918 -3.9995
H 4.0248 -1.3697 -4.6724
H 5.3650 -1.3073 -3.5212
C -3.1516 0.4276 5.6607
C -2.3931 -0.6986 4.9981
O -2.9350 -0.9866 3.6839
C -2.5287 -0.1989 2.7019
O -1.7570 0.7149 2.7684
C -3.1564 -0.6548 1.3601
F -4.4562 -0.9424 1.4899
F -2.5188 -1.7602 0.9371
F -3.0164 0.2945 0.4420
H -4.2135 0.1899 5.7214
H -2.7724 0.5723 6.6726
H -3.0256 1.3596 5.1116
H -2.5029 -1.6360 5.5377
H -1.3350 -0.4646 4.8895

Atomic forces in eV per Å
C 0.07 0.08 -0.05
C -0.04 -0.04 -0.15
S 0.11 -0.02 -0.06
C -0.03 0.21 0.14
Si 0.00 0.03 0.13
C -0.17 0.08 0.23
I 0.09 0.22 0.03
C 0.24 -0.27 -0.47
C 0.07 0.18 0.04
I -0.14 -0.12 -0.04
H -0.01 0.11 0.08
H 0.14 0.04 0.00
H -0.01 -0.12 0.09
H -0.08 0.03 -0.01
H -0.07 -0.13 0.00
H -0.13 -0.11 0.02
H 0.10 -0.04 -0.08
H -0.05 0.05 -0.02
H 0.04 -0.04 0.00
H 0.00 -0.20 0.03
H -0.02 0.03 0.10
H -0.13 0.06 -0.02
C -0.02 -0.01 -0.02
C 0.06 0.00 0.02
O 0.01 0.09 -0.11
C 0.02 -0.01 -0.04
O -0.07 -0.11 0.02
C 0.10 0.00 0.03
F 0.12 0.03 -0.03
F -0.11 0.12 0.01
F -0.07 -0.14 0.11
H 0.01 0.00 0.01
H 0.00 0.00 0.00
H 0.01 -0.01 0.00
H -0.01 0.01 -0.01
H -0.01 0.00 0.00

=====

Entry 2:
C26H25Br2F6N2O5PdS2Te as an isolated structure, computed with ωB97M-V/def2-TZVPD.

The charge is +2. The energy above the lowest of the compared OMol25 structures with the same formula, charge and spin comes out at 0.00 kJ/mol. The spin multiplicity is 2.

Cartesian coordinates (Å):
Pd -1.1235 -0.6420 2.5558
Br -1.2877 -0.4984 5.3567
C -2.1766 -2.2093 5.3403
Br -1.9051 -3.1059 3.6415
H -3.2387 -2.0489 5.4735
H -1.7400 -2.8277 6.1149
F -5.0627 2.9330 2.6886
C -4.5915 1.8363 3.2286
F -4.0147 2.0874 4.3865
F -5.5376 0.9295 3.3724
S -3.3014 1.1312 2.0665
O -3.1570 -0.2990 2.4710
O -3.7326 1.3558 0.7244
N -1.8875 1.6703 2.4834
S -1.1707 3.0132 1.9254
O -0.5408 2.6904 0.6631
O -1.9884 4.1656 2.0534
C 0.2301 3.1375 3.1703
F 1.3441 2.6916 2.6003
F -0.0210 2.3998 4.2453
F 0.3577 4.3972 3.5087
C 0.3293 2.8334 -6.0033
C 0.1243 2.2670 -4.6308
C -0.9041 1.3659 -4.3743
C -1.1277 0.8553 -3.1050
C -2.3131 -0.0437 -2.8733
C -0.2290 1.2480 -2.1077
Te -0.6430 0.2010 -0.3237
N 1.0702 0.0791 0.6589
C 1.5309 -0.7204 1.6179
O 0.7844 -1.1311 2.5724
C 2.9274 -1.1179 1.5800
C 3.8077 -0.5173 0.6736
C 5.1272 -0.9232 0.6358
C 5.5659 -1.9189 1.5020
C 4.6924 -2.5139 2.4077
C 3.3699 -2.1200 2.4505
C -0.7897 -1.8114 -0.8698
C -1.9077 -2.4575 -0.3374
C -2.0818 -3.8095 -0.5737
C -1.1419 -4.4875 -1.3413
C -0.0430 -3.8236 -1.8635
C 0.1680 -2.4622 -1.6481
C 1.3740 -1.7948 -2.2491
C 0.7663 2.2193 -2.2721
C 1.6533 2.8023 -1.2101
C 0.9257 2.6838 -3.5718
H -0.2226 2.2733 -6.7547
H 1.3855 2.8308 -6.2712
H -0.0121 3.8697 -6.0351
H -1.5723 1.0730 -5.1755
H -3.1525 0.3039 -3.4725
H -2.6812 -0.0373 -1.8380
H -2.1022 -1.0779 -3.1517
H 3.4611 0.2793 0.0310
H 5.8201 -0.4589 -0.0518
H 6.6018 -2.2299 1.4764
H 5.0490 -3.2830 3.0783
H 2.6790 -2.5772 3.1451
H -2.6551 -1.9125 0.2323
H -2.9462 -4.3236 -0.1765
H -1.2679 -5.5432 -1.5396
H 0.6779 -4.3713 -2.4584
H 2.2464 -2.4403 -2.1563
H 1.6155 -0.8398 -1.7792
H 1.2164 -1.6041 -3.3123
H 1.4057 2.4883 -0.2015
H 1.5702 3.8888 -1.2328
H 2.6967 2.5580 -1.4162
H 1.6965 3.4242 -3.7542

Atomic forces in eV per Å
Pd -0.99 -0.43 0.07
Br 0.00 -0.04 0.25
C 0.03 0.08 0.05
Br 0.21 0.20 -0.18
H 0.00 -0.02 -0.03
H -0.02 -0.03 -0.02
F 0.00 0.01 0.03
C 0.05 -0.05 -0.08
F 0.02 -0.01 0.05
F -0.03 0.00 -0.04
S 0.22 0.53 -0.29
O 0.44 -0.49 0.24
O 0.03 0.00 0.22
N 0.31 0.03 0.05
S -0.39 -0.11 0.01
O -0.19 0.26 0.18
O 0.05 -0.09 -0.06
C -0.04 -0.01 0.03
F 0.04 -0.01 -0.02
F -0.04 0.02 0.04
F 0.07 0.01 -0.04
C 0.01 -0.01 0.00
C 0.02 -0.01 0.00
C -0.07 0.03 0.00
C 0.07 0.02 -0.08
C -0.07 -0.05 -0.07
C 0.02 0.00 0.20
Te 0.16 -0.20 0.05
N 0.23 0.52 -0.35
C -0.35 -0.28 0.01
O -0.24 0.48 -0.02
C 0.03 -0.05 0.01
C 0.04 0.01 0.00
C -0.01 -0.01 0.01
C 0.01 0.01 -0.01
C -0.03 0.00 0.01
C 0.03 -0.04 -0.01
C 0.24 -0.03 0.02
C 0.04 -0.01 0.02
C 0.00 0.01 -0.03
C -0.01 0.02 0.01
C 0.02 -0.04 -0.05
C 0.00 -0.02 0.08
C -0.01 0.01 0.01
C -0.01 -0.13 -0.06
C 0.17 -0.17 0.14
C -0.06 0.01 -0.02
H 0.00 0.00 0.00
H 0.00 0.00 0.00
H 0.00 0.00 0.00
H -0.01 0.02 0.00
H -0.01 0.01 -0.03
H -0.05 0.05 -0.12
H -0.04 0.03 0.02
H -0.02 0.07 -0.04
H 0.00 0.00 0.00
H 0.00 0.00 0.00
H 0.00 0.00 0.00
H 0.00 0.00 0.00
H 0.01 0.02 0.01
H -0.01 -0.01 -0.01
H 0.00 -0.01 0.01
H 0.00 -0.01 0.01
H 0.01 0.00 -0.01
H 0.01 -0.04 -0.01
H -0.01 0.01 -0.01
H 0.13 -0.07 -0.15
H -0.02 0.01 -0.01
H 0.01 -0.01 -0.02
H 0.00 0.01 0.01

=====

Entry 3:
A 5-piece molecular cluster, H15N5 overall, computed with ωB97M-V/def2-TZVPD.

The energy above the lowest of the compared OMol25 structures with the same formula, charge and spin comes out at 17.58 kJ/mol.

Cartesian coordinates (Å):
N -3.1422 0.7634 1.6125
H -3.1024 0.1442 0.8078
H -3.1094 0.1573 2.4285
H -2.2625 1.2786 1.6513
N -1.3704 -0.2468 -2.6267
H -1.6501 -0.9942 -3.2486
H -0.3828 -0.3304 -2.4036
H -1.5389 0.6251 -3.1095
N 3.4872 2.0432 3.4786
H 3.4535 1.1906 4.0190
H 3.4883 1.8997 2.4834
H 2.7140 2.6194 3.7756
N 0.2942 -3.8485 -3.6494
H -0.4114 -3.2512 -3.2404
H 1.2212 -3.4303 -3.6827
H 0.3793 -4.7077 -3.1270
N 0.6989 1.3545 1.1731
H 0.8924 1.9965 1.9136
H 0.1652 0.5102 1.3156
H 0.3420 1.7585 0.3232

Atomic forces in eV per Å
N 0.34 -0.13 0.28
H 0.07 0.15 -0.02
H -0.18 0.03 -0.06
H -0.21 -0.05 -0.23
N -0.08 -0.04 0.26
H 0.15 -0.01 0.01
H -0.20 0.02 -0.25
H 0.14 0.03 0.00
N 0.22 0.38 0.65
H 0.03 -0.15 -0.39
H -0.23 -0.29 -0.04
H -0.03 0.08 -0.21
N 0.34 -0.25 -0.40
H 0.36 0.03 0.15
H -0.51 0.21 0.14
H -0.19 0.00 0.13
N 0.17 -0.72 -1.37
H -0.46 -0.09 0.34
H 0.14 0.25 0.86
H 0.12 0.54 0.14

=====

Entry 4:
A 2-piece molecular cluster, C3H10N2O2 overall, computed with ωB97M-V/def2-TZVPD.

The energy above the lowest of the compared OMol25 structures with the same formula, charge and spin comes out at 178.59 kJ/mol.

Cartesian coordinates (Å):
C 0.8041 -0.3151 1.0470
C 1.6511 0.2601 -0.3403
N 2.9959 0.3202 -0.2354
O 1.0856 0.4652 -1.4005
H -0.1958 -0.0092 1.3611
H 1.3423 0.1737 1.8591
H 1.0817 -1.3648 1.1113
H 3.5546 0.5439 -1.0484
H 3.4596 0.2057 0.6481
N -2.6481 -0.3236 0.4956
C -1.8007 -0.3386 -0.6527
O -1.6319 0.9297 -1.2139
H -3.6323 -0.2715 0.2748
H -2.3887 0.4202 1.1414
H -2.2405 -1.0080 -1.4019
H -0.7540 -0.7150 -0.2418
H -0.6828 1.0273 -1.4036

Atomic forces in eV per Å
C 3.32 1.87 -0.48
C -2.47 -1.04 0.91
N 0.01 -0.06 0.62
O 0.37 0.16 0.48
H -0.05 -0.37 -1.19
H 0.63 -0.13 0.23
H -0.64 -0.11 -0.04
H -0.32 0.00 0.13
H -0.04 -0.04 -0.02
N -0.22 -0.19 0.53
C 1.82 -0.96 0.95
O 0.24 0.67 -0.21
H 0.05 0.24 0.01
H -0.25 -0.13 -0.29
H 0.25 -0.18 0.23
H -2.52 0.36 -1.77
H -0.19 -0.08 -0.08

=====

Entry 5:
A 2-piece molecular cluster, FH3P2S overall, computed with ωB97M-V/def2-TZVPD.

The energy above the lowest of the compared OMol25 structures with the same formula, charge and spin comes out at 278.91 kJ/mol.

Cartesian coordinates (Å):
F -1.1094 -0.4696 -1.4916
P 0.5776 1.4029 -0.0597
P -0.7387 -0.3856 0.0671
S -2.4522 -0.2080 0.9908
H 1.5912 0.6854 -0.9233
H 1.1981 1.0551 1.0173
H 0.9333 -2.0803 0.3994

Atomic forces in eV per Å
F 0.63 -0.34 0.25
P -0.72 0.00 -3.69
P -0.54 -0.42 -0.16
S 1.47 -0.22 -0.09
H -1.18 0.70 0.90
H 1.69 -0.86 3.06
H -1.34 1.13 -0.27

=====

Entry 6:
An isolated ion of composition C6H6N and charge +1, computed with ωB97M-V/def2-TZVPD.

The charge is +1. The energy above the lowest of the compared OMol25 structures with the same formula, charge and spin comes out at 424.67 kJ/mol.

Cartesian coordinates (Å):
C 1.3415 1.4026 0.0008
C 0.0347 1.2368 0.0563
C 2.2428 0.4710 -0.0667
C 1.7296 -1.0028 0.0268
C 0.5628 -1.4731 0.0654
C -2.3474 0.4642 -0.0089
N -0.9702 0.6178 0.0477
H 3.3016 0.5937 -0.1865
H 2.6295 -1.6020 0.0521
H -0.3845 -1.9418 0.0906
H -2.8461 1.4140 -0.2208
H -2.7090 0.0698 0.9451
H -2.5852 -0.2501 -0.8021

Atomic forces in eV per Å
C -0.69 0.83 0.03
C 1.14 -0.38 -0.13
C -0.55 0.60 0.04
C 0.11 0.10 -0.04
C 0.21 0.54 -0.04
C -1.88 -0.20 -0.07
N 1.67 -0.21 0.13
H 0.29 -0.29 0.02
H -0.03 -0.63 0.03
H -0.32 -0.45 0.04
H 0.10 -0.09 0.03
H 0.02 0.06 -0.14
H -0.06 0.11 0.11